Below is an isolated molecule of C6H7OP, with properties calculated with ωB97M-V/def2-TZVPD.

ORCA input file:
```
! RIJCOSX wB97M-V def2-TZVPD def2/J DEFGRID3
* xyz 0 1
C 2.14 0.43 -0.05
C 1.60 -0.85 -0.03
C 1.30 1.52 -0.03
C 0.24 -1.13 -0.03
C -0.08 1.26 0.02
C -0.67 -0.05 -0.03
O -3.29 0.64 0.15
P -2.46 -0.52 0.12
H 3.15 0.68 -0.13
H 2.33 -1.74 -0.09
H 1.57 2.50 -0.06
H 0.05 -2.22 -0.09
H -0.80 2.17 -0.11
H -2.33 -1.19 1.30
H -2.74 -1.51 -0.93
*
```

Values from the calculation:
LUMO level = 0.785 eV
SMILES string = O=[PH2]c1ccccc1
M = 126.1 g mol⁻¹
orbital gap = 10.429 eV
HOMO level = -9.64 eV

***

Below is an isolated molecule of C6H8, with properties calculated with ωB97M-V/def2-TZVPD.

ORCA input file:
```
! RIJCOSX wB97M-V def2-TZVPD def2/J DEFGRID3
* xyz 0 1
C 1.61 -0.16 -0.65
C 1.12 0.78 0.15
C -0.24 1.41 -0.03
C -1.17 0.55 0.82
C -1.33 -0.68 0.42
C -1.09 -1.84 -0.12
H 1.12 -0.43 -1.58
H -0.12 -2.29 0.10
H 2.51 -0.73 -0.38
H 1.61 0.99 1.10
H -0.55 1.38 -1.08
H -0.25 2.46 0.28
H -1.47 0.91 1.80
H -1.75 -2.36 -0.82
*
```

Values from the calculation:
LUMO level = 1.157 eV
SMILES string = C=C=CCC=C
M = 80.1 g mol⁻¹
orbital gap = 10.307 eV
HOMO level = -9.15 eV

***

Below is an isolated molecule of C6H8, with properties calculated with ωB97M-V/def2-TZVPD.

ORCA input file:
```
! RIJCOSX wB97M-V def2-TZVPD def2/J DEFGRID3
* xyz 0 1
C 1.04 0.21 -1.03
C 1.91 -0.99 -1.24
C 1.29 -1.79 -0.40
C -0.62 -0.35 0.98
C 0.29 -0.69 0.03
C -1.44 0.92 1.12
H 1.37 1.13 -0.50
H 0.61 0.64 -1.96
H 2.69 -1.11 -1.94
H 1.45 -2.71 0.07
H -0.74 -1.09 1.70
H -2.49 0.69 0.94
H -1.07 1.65 0.34
H -1.42 1.33 2.19
*
```

Values from the calculation:
LUMO level = 1.140 eV
SMILES string = C/C=C1/C=CC1
M = 80.1 g mol⁻¹
orbital gap = 9.727 eV
HOMO level = -8.59 eV

***

Below is an isolated molecule of C6H8, with properties calculated with ωB97M-V/def2-TZVPD.

ORCA input file:
```
! RIJCOSX wB97M-V def2-TZVPD def2/J DEFGRID3
* xyz 0 1
C 1.03 0.42 -0.97
C 0.46 -0.83 -0.38
C 0.17 -0.80 1.10
C -0.71 0.43 1.20
C -1.21 0.80 0.02
C -0.47 0.13 -1.09
H 1.27 1.27 -0.34
H 1.75 0.25 -1.76
H 0.73 -1.76 -0.88
H 1.08 -0.73 1.70
H -0.37 -1.71 1.42
H -0.76 1.05 2.08
H -1.96 1.58 -0.11
H -0.92 -0.04 -2.07
*
```

Values from the calculation:
LUMO level = 1.257 eV
SMILES string = C1=C[C@H]2C[C@H]2C1
M = 80.1 g mol⁻¹
orbital gap = 10.001 eV
HOMO level = -8.74 eV

***

Below is an isolated molecule of C6H8, with properties calculated with ωB97M-V/def2-TZVPD.

ORCA input file:
```
! RIJCOSX wB97M-V def2-TZVPD def2/J DEFGRID3
* xyz 0 1
C 1.31 -0.39 -2.56
C 1.24 0.20 -1.34
C 0.40 -0.14 -0.17
C 0.01 0.74 0.80
C -0.87 0.41 1.91
C -1.83 -0.53 1.78
H 0.76 -1.28 -2.90
H 1.97 -0.04 -3.35
H 1.84 1.14 -1.06
H 0.15 -1.22 -0.10
H 0.36 1.83 0.72
H -0.83 0.94 2.84
H -2.06 -0.97 0.79
H -2.45 -0.67 2.65
*
```

Values from the calculation:
LUMO level = 0.429 eV
SMILES string = C=C/C=C/C=C
M = 80.1 g mol⁻¹
orbital gap = 8.812 eV
HOMO level = -8.38 eV

***

Below is an isolated molecule of C6H8, with properties calculated with ωB97M-V/def2-TZVPD.

ORCA input file:
```
! RIJCOSX wB97M-V def2-TZVPD def2/J DEFGRID3
* xyz 0 1
C 0.07 0.36 -0.61
C 0.31 -0.14 0.70
C -0.73 -0.73 -0.23
C -1.73 -1.66 -0.45
C 0.50 1.30 -1.66
C 0.93 0.06 2.02
H -2.24 -2.34 0.21
H -2.29 -1.50 -1.32
H 0.77 2.39 -1.43
H -0.17 1.11 -2.55
H 1.51 0.96 -1.86
H 0.83 -0.81 2.58
H 0.29 0.74 2.68
H 1.95 0.26 1.92
*
```

Values from the calculation:
LUMO level = 0.801 eV
SMILES string = C=C1C(C)=C1C
M = 80.1 g mol⁻¹
orbital gap = 8.082 eV
HOMO level = -7.28 eV

***

Below is a cluster of 2 separate species, C6H8 in total, with properties calculated with ωB97M-V/def2-TZVPD.

ORCA input file:
```
! RIJCOSX wB97M-V def2-TZVPD def2/J DEFGRID3
* xyz 0 1
C -1.67 0.57 0.08
C -0.43 0.55 -0.77
C 1.00 0.75 -0.26
C 1.29 -0.57 0.48
C 0.13 -1.18 0.81
C -0.91 -0.70 -0.11
H -1.64 1.03 1.07
H -2.61 0.68 -0.45
H -0.60 0.65 -1.85
H 1.04 1.56 0.49
H 1.72 1.01 -1.03
H 2.14 -0.64 1.14
H 0.02 -2.06 1.47
H 0.51 -1.64 -1.06
*
```

Values from the calculation:
LUMO level (alpha / beta) = 0.551 / -0.268 eV
M = 80.1 g mol⁻¹
orbital gap (alpha / beta) = 8.557 / 7.176 eV
HOMO level (alpha / beta) = -8.01 / -7.44 eV

***

Below is an isolated molecule of C6H8, with properties calculated with ωB97M-V/def2-TZVPD.

ORCA input file:
```
! RIJCOSX wB97M-V def2-TZVPD def2/J DEFGRID3
* xyz 0 1
C 1.31 0.00 0.62
C 0.46 -0.15 -0.68
C -0.56 -1.20 -0.17
C -1.20 -0.37 0.93
C -1.33 0.93 0.26
C -0.43 1.05 -0.75
H 1.80 0.97 0.74
H 2.02 -0.82 0.75
H 1.05 -0.35 -1.58
H -0.07 -2.13 0.14
H -1.35 -1.42 -0.90
H 0.59 -0.10 1.47
H -1.98 1.72 0.63
H -0.32 1.89 -1.45
*
```

Values from the calculation:
LUMO level (alpha / beta) = -0.318 / -0.318 eV
M = 80.1 g mol⁻¹
orbital gap (alpha / beta) = 7.829 / 7.828 eV
HOMO level (alpha / beta) = -8.15 / -8.15 eV

***

Below is an isolated molecule of C6H8, with properties calculated with ωB97M-V/def2-TZVPD.

ORCA input file:
```
! RIJCOSX wB97M-V def2-TZVPD def2/J DEFGRID3
* xyz 0 1
C -1.39 0.18 -0.15
C -0.15 0.31 -0.95
C 1.00 0.90 -0.21
C 0.86 0.08 1.06
C 0.36 -1.14 0.79
C -0.42 -1.07 -0.48
H -1.50 0.27 0.91
H -2.18 0.79 -0.56
H -0.38 0.50 -2.00
H 0.90 1.98 -0.14
H 1.97 0.65 -0.65
H 1.07 0.47 2.05
H 0.38 -1.99 1.47
H -0.52 -1.95 -1.13
*
```

Values from the calculation:
LUMO level = 1.209 eV
SMILES string = C1=C[C@H]2C[C@H]2C1
M = 80.1 g mol⁻¹
orbital gap = 9.915 eV
HOMO level = -8.71 eV

***

Below is an isolated molecule of C6H8, with properties calculated with ωB97M-V/def2-TZVPD.

ORCA input file:
```
! RIJCOSX wB97M-V def2-TZVPD def2/J DEFGRID3
* xyz 0 1
C -1.13 -0.53 1.58
C 0.02 -1.38 1.03
C -0.19 -1.11 -0.46
C 0.66 0.42 -0.33
C -0.51 0.06 0.44
C 0.54 1.45 -1.40
H -2.10 -0.98 1.52
H -1.02 0.02 2.49
H 1.03 -1.51 1.38
H -0.26 -1.62 -1.45
H 1.67 0.11 0.01
H -0.49 1.34 -1.54
H 1.21 1.30 -2.18
H 0.58 2.43 -1.08
*
```

Values from the calculation:
LUMO level = 1.195 eV
SMILES string = C[C@@H]1[C@H]2[C@@H]3C[C@@]213
M = 80.1 g mol⁻¹
orbital gap = 8.911 eV
HOMO level = -7.72 eV

***

Below is an isolated molecule of C6H8, with properties calculated with ωB97M-V/def2-TZVPD.

ORCA input file:
```
! RIJCOSX wB97M-V def2-TZVPD def2/J DEFGRID3
* xyz 0 1
C -1.08 0.66 0.23
C 0.27 0.84 -0.55
C 0.89 0.28 0.81
C -0.39 -0.60 0.80
C -0.18 -1.35 -0.52
C 0.32 -0.40 -1.37
H -1.03 1.49 0.98
H -2.03 0.61 -0.33
H 0.71 1.75 -1.01
H 1.89 -0.18 0.69
H 0.91 0.97 1.62
H -0.75 -1.08 1.74
H -0.21 -2.41 -0.75
H 0.68 -0.59 -2.34
*
```

Values from the calculation:
LUMO level = 1.165 eV
SMILES string = C1=C[C@H]2C[C@@H]1C2
M = 80.1 g mol⁻¹
orbital gap = 9.656 eV
HOMO level = -8.49 eV

***

Below is an isolated molecule of C6H8, with properties calculated with ωB97M-V/def2-TZVPD.

ORCA input file:
```
! RIJCOSX wB97M-V def2-TZVPD def2/J DEFGRID3
* xyz 0 1
C -1.72 0.54 0.06
C -0.43 0.55 -0.79
C 0.99 0.74 -0.25
C 1.27 -0.69 0.30
C -0.08 -1.21 0.71
C -0.97 -0.70 -0.16
H -1.67 0.88 1.09
H -2.64 0.76 -0.47
H -0.60 0.79 -1.84
H 1.08 1.58 0.46
H 1.69 0.98 -1.06
H 2.16 -0.82 0.92
H -0.21 -1.96 1.47
H 1.18 -1.48 -0.47
*
```

Values from the calculation:
LUMO level = 0.799 eV
SMILES string = C1=C2C[C@H]2CC1
M = 80.1 g mol⁻¹
orbital gap = 8.712 eV
HOMO level = -7.91 eV

***

Energy in a.u., matching the order above: -649.3933; -233.3175; -233.3161; -233.3608; -233.3364; -233.2709; -233.1531; -233.2540; -233.3137; -233.1895; -233.3260; -233.2719
Max |F| in eV Å⁻¹, matching the order above: 4.0; 0.3; 3.3; 0.8; 1.9; 6.0; 2.7; 0.9; 1.9; 3.6; 3.3; 2.3